# 1
Entry from OMol25: a molecular structure, C54H67BrCa2ClFIKN2O14S at a distorted geometry (the ωB97M-V functional and the def2-TZVPD basis).

Geometry as XYZ:
```
145
Properties=species:S:1:pos:R:3:lowdin_charge:R:1
C 3.28 -4.65 -0.25 -0.0986
C 4.57 -3.89 0.04 -0.2373
C 5.00 -3.05 -1.19 -0.1734
C 4.78 -1.54 -0.97 -0.2080
N 3.99 -0.87 -2.03 0.0051
C 3.25 0.32 -1.61 -0.4700
C 4.07 1.58 -1.27 -0.1238
C 4.98 1.58 -0.03 -0.2390
C 4.60 2.69 0.98 -0.5959
Cl 5.98 3.75 1.37 0.5714
C 2.34 0.72 -2.81 -0.1539
C 1.18 -0.26 -2.99 -0.2100
C 0.12 0.13 -1.97 -0.8119
I -0.98 1.81 -2.79 1.1788
C -0.96 -0.90 -1.65 -0.2151
C -1.85 -0.37 -0.49 -0.3182
C -3.36 -0.52 -0.79 -0.6507
Br -4.19 1.25 -1.04 0.6967
O 0.72 0.60 -0.75 -0.2777
S 2.07 -0.09 -0.28 0.6870
O 1.85 -1.52 -0.25 -0.2512
O 2.43 0.58 0.93 -0.2280
H 2.93 -5.24 0.60 0.0778
H 3.47 -5.32 -1.09 0.0490
H 2.49 -3.95 -0.54 0.0572
H 5.34 -4.63 0.27 0.1059
H 4.47 -3.26 0.93 0.0818
H 6.06 -3.25 -1.38 0.1005
H 4.38 -3.39 -2.02 0.0890
H 4.31 -1.39 0.00 0.0706
H 5.77 -1.08 -0.90 0.1220
H 4.63 -0.55 -2.75 0.1244
H 3.37 2.42 -1.22 0.1199
H 4.67 1.76 -2.17 0.1312
H 4.94 0.64 0.51 0.0778
H 6.00 1.81 -0.35 0.0911
H 4.30 2.25 1.93 0.0621
H 3.76 3.29 0.64 0.0625
H 1.92 1.71 -2.62 0.0909
H 2.97 0.79 -3.70 0.1349
H 0.77 -0.20 -4.00 0.0996
H 1.51 -1.30 -2.83 0.1146
H -1.51 -1.10 -2.57 0.1050
H -0.50 -1.85 -1.34 0.1221
H -1.57 -0.91 0.43 0.1125
H -1.63 0.69 -0.29 0.0440
H -3.54 -1.18 -1.63 0.0920
H -3.84 -0.96 0.07 -0.1271
C -1.07 7.85 0.58 -0.0670
C -0.32 6.53 0.53 -0.2460
N -0.69 5.61 1.59 -0.1467
C 0.22 4.50 1.75 -0.2276
C 0.33 3.47 0.62 -0.0912
C -2.10 5.31 1.69 -0.2199
C -2.79 4.78 0.43 -0.0961
H -0.97 8.33 1.55 0.0847
H -0.67 8.52 -0.18 0.0770
H -2.14 7.72 0.37 0.0545
H 0.75 6.73 0.62 0.1197
H -0.47 6.04 -0.47 0.0902
H -0.04 3.98 2.68 0.1110
H 1.22 4.92 1.92 0.1134
H -0.55 2.82 0.57 0.0402
H 1.20 2.84 0.82 0.0436
H 0.43 3.94 -0.36 0.0519
H -2.64 6.21 1.99 0.1038
H -2.22 4.62 2.53 0.1106
H -2.52 5.35 -0.45 0.0481
H -3.87 4.84 0.58 0.0627
H -2.53 3.73 0.24 0.0161
F -1.09 4.69 -1.76 -0.6893
C -2.03 -4.93 6.35 -0.0521
C -1.19 -5.37 7.37 -0.0459
C 0.15 -5.03 7.37 -0.0051
C 0.67 -4.26 6.34 -0.0772
C -0.16 -3.83 5.30 -0.0840
C -1.51 -4.17 5.32 -0.0132
C 0.37 -3.04 4.16 -0.2750
O -0.36 -2.67 3.26 0.0569
C 1.83 -2.73 4.15 -0.0776
C 2.37 -2.03 3.08 0.0042
C 3.71 -1.71 3.07 -0.0594
C 4.53 -2.08 4.13 -0.0354
C 4.00 -2.78 5.20 0.0115
C 2.65 -3.11 5.22 -0.0747
C 2.11 -3.89 6.37 -0.2786
O 2.83 -4.21 7.30 0.1131
H -3.08 -5.20 6.36 0.1091
H -1.59 -5.98 8.17 0.1166
H 0.79 -5.37 8.17 0.1246
H -2.15 -3.83 4.51 0.1053
H 1.73 -1.74 2.26 0.0904
H 4.13 -1.17 2.23 0.0869
H 5.58 -1.83 4.12 0.1143
H 4.62 -3.08 6.04 0.1258
Ca -4.04 -0.09 1.56 1.3668
C -5.72 0.99 -8.35 -0.0427
C -5.06 0.63 -7.17 -0.0410
C -4.72 1.61 -6.25 -0.0065
C -5.01 2.94 -6.50 -0.1678
C -5.64 3.30 -7.70 -0.2279
C -6.01 2.32 -8.62 -0.0389
C -5.94 4.75 -8.00 -0.3199
O -6.51 5.04 -9.03 0.1287
C -5.53 5.77 -7.00 -0.0954
C -5.75 7.11 -7.28 0.0167
C -5.39 8.07 -6.34 -0.0216
C -4.81 7.70 -5.13 -0.0105
C -4.59 6.36 -4.85 0.0365
C -4.94 5.40 -5.78 -0.0880
C -4.66 3.98 -5.47 -0.2969
O -4.20 3.62 -4.41 0.1072
H -5.99 0.23 -9.07 0.1216
H -4.82 -0.40 -6.98 0.1163
H -4.21 1.33 -5.33 0.1211
H -6.51 2.60 -9.53 0.1354
H -6.20 7.39 -8.22 0.1289
H -5.55 9.12 -6.56 0.1208
H -4.54 8.46 -4.41 0.1265
H -4.14 6.07 -3.91 0.1375
C 3.47 -8.64 6.56 -0.1607
C 2.35 -7.66 6.93 -0.1686
C 1.30 -7.99 5.87 -0.2122
O 1.45 -9.37 5.57 -0.1393
C 2.67 -9.86 6.13 -0.2018
H 4.15 -8.84 7.38 0.1144
H 4.05 -8.24 5.72 0.1131
H 1.97 -7.88 7.93 0.1205
H 2.66 -6.61 6.91 0.0853
H 1.46 -7.41 4.95 0.1162
H 0.28 -7.81 6.21 0.1070
H 2.43 -10.50 6.99 0.1190
H 3.19 -10.47 5.38 0.1159
C 3.02 -7.69 -3.14 -0.7627
O 3.92 -7.69 -2.34 0.0862
O 1.93 -8.45 -3.06 0.1475
O 3.01 -6.92 -4.23 -0.3617
H 2.04 -8.97 -2.25 0.1447
K -7.75 2.95 -6.32 1.0368
C -6.07 7.61 1.44 -0.8050
O -6.24 6.38 1.22 -0.0466
O -4.73 8.01 1.26 0.0209
O -6.90 8.45 1.77 0.0427
H -4.39 7.13 1.05 0.0379
Ca 4.39 -6.24 -5.46 1.7320
```

Output
* multiplicity: 1
* maximum force: 3.4 eV/Å
* net charge: +2
* energy above the lowest of the compared OMol25 structures with the same formula, charge and spin: 0.0 kcal/mol
* calculated total energy: -9045.151507 a.u.
* HOMO-LUMO gap: 1.63 eV
* HOMO energy: -9.007 eV


# 2
Entry from OMol25: a molecular structure, C54H69Cl2N6O6P3Y at a distorted geometry (the ωB97M-V functional and the def2-TZVPD basis).

Geometry as XYZ:
```
141
Properties=species:S:1:pos:R:3:lowdin_charge:R:1
Y 0.69 0.29 -0.30 1.3261
O 2.57 1.62 -0.68 -0.1350
C 3.23 2.24 -1.53 -0.3147
C 4.00 3.45 -1.15 -0.0919
C 4.78 4.10 -2.20 -0.0184
C 4.85 3.61 -3.45 -0.0658
C 4.11 2.46 -3.81 0.0234
C 3.30 1.80 -2.92 -0.1416
C 2.53 0.66 -3.33 -0.0683
N 1.69 0.04 -2.57 -0.0617
N 1.14 -1.07 -3.17 0.0546
C 0.56 -1.92 -2.36 -0.5196
O 0.45 -1.79 -1.09 -0.2945
C 0.10 -3.15 -3.05 -0.1643
C -0.94 -3.09 -3.97 -0.0333
C -1.35 -4.24 -4.62 -0.0815
C -0.72 -5.45 -4.37 -0.0812
C 0.35 -5.50 -3.48 -0.0738
C 0.76 -4.35 -2.83 -0.0375
H 3.26 4.15 -0.73 0.1428
H 5.31 5.01 -1.94 0.1195
H 5.46 4.10 -4.20 0.1101
H 4.17 2.11 -4.83 0.1282
H 2.67 0.29 -4.35 0.1367
H -1.43 -2.15 -4.16 0.1021
H -2.16 -4.20 -5.33 0.1095
H -1.05 -6.34 -4.87 0.1063
H 0.86 -6.43 -3.32 0.1045
H 1.60 -4.38 -2.16 0.1141
C -2.31 -3.21 2.32 -0.1103
N -1.36 -2.34 1.65 -0.5105
P 0.31 -2.39 1.98 1.0168
C 0.54 -4.21 1.94 -0.3404
C 0.52 -5.08 3.02 -0.1002
C 0.62 -6.45 2.81 -0.0676
C 0.73 -6.96 1.53 -0.0701
C 0.74 -6.09 0.44 -0.0647
C 0.66 -4.73 0.65 -0.1161
C 0.38 -2.07 3.80 -0.3657
C 1.48 -2.52 4.54 -0.1360
C 1.66 -2.11 5.85 -0.0665
C 0.77 -1.22 6.43 -0.0737
C -0.33 -0.78 5.71 -0.0664
C -0.51 -1.19 4.40 -0.1002
P -1.83 -1.16 0.49 0.9685
C -3.26 -0.50 1.46 -0.3379
C -2.98 0.57 2.29 -0.1311
C -3.93 1.04 3.18 -0.0762
C -5.17 0.42 3.26 -0.0681
C -5.45 -0.67 2.45 -0.0627
C -4.50 -1.13 1.55 -0.0986
C -2.77 -2.15 -0.73 -0.3699
C -2.44 -3.46 -1.04 -0.0847
C -3.18 -4.17 -1.97 -0.0755
C -4.24 -3.56 -2.62 -0.0706
C -4.58 -2.25 -2.33 -0.0794
C -3.84 -1.55 -1.39 -0.1794
H -1.77 -3.96 2.90 0.0760
H -2.94 -3.72 1.59 0.0852
H -2.95 -2.64 3.01 0.0829
H 0.42 -4.71 4.03 0.0986
H 0.61 -7.12 3.66 0.1091
H 0.81 -8.02 1.38 0.1072
H 0.81 -6.48 -0.56 0.0959
H 0.66 -4.04 -0.18 0.0569
H 2.19 -3.19 4.09 0.1084
H 2.51 -2.48 6.41 0.1101
H 0.93 -0.88 7.44 0.1065
H -1.04 -0.10 6.16 0.1081
H -1.37 -0.83 3.84 0.0820
H -2.01 1.04 2.21 0.0707
H -3.70 1.87 3.83 0.1014
H -5.91 0.78 3.96 0.1068
H -6.40 -1.17 2.52 0.1099
H -4.73 -1.99 0.93 0.1075
H -1.60 -3.94 -0.54 0.0930
H -2.94 -5.19 -2.19 0.1109
H -4.81 -4.11 -3.36 0.1089
H -5.41 -1.77 -2.81 0.1117
H -4.10 -0.53 -1.14 0.0757
N 5.66 2.52 1.24 0.0325
C 4.99 1.36 1.82 -0.3727
C 3.57 1.79 2.17 -0.0988
C 2.72 0.64 2.74 -0.3163
N 1.37 0.68 2.12 0.0056
C 3.39 -0.72 2.53 -0.1195
C 4.00 -0.91 1.14 -0.3270
N 2.94 -1.05 0.14 0.0131
C 4.97 0.23 0.79 -0.0905
H 5.84 3.22 1.95 0.0984
H 4.63 3.22 -0.26 0.1140
H 6.56 2.26 0.83 0.0957
H 5.50 1.01 2.73 0.1469
H 3.10 2.14 1.25 0.0904
H 3.61 2.62 2.88 0.1277
H 2.61 0.78 3.83 0.1473
H 1.07 1.66 2.12 0.0907
H 0.74 0.19 2.75 0.0483
H 2.65 -1.50 2.70 0.0482
H 4.17 -0.84 3.28 0.1322
H 4.57 -1.86 1.19 0.1437
H 2.48 -1.96 0.28 0.0506
H 3.36 -1.09 -0.79 0.0946
H 4.68 0.66 -0.17 0.0984
H 5.98 -0.18 0.67 0.1228
Cl -4.01 1.48 -3.07 0.6260
C -2.64 0.46 -3.50 -0.8645
Cl -1.47 0.37 -2.16 0.7015
H -2.15 0.88 -4.37 0.0344
H -3.02 -0.55 -3.69 0.0138
C -2.86 5.98 0.68 -0.0135
C -2.39 4.52 0.76 -0.6131
C -3.32 3.61 -0.03 -0.0285
C -2.29 4.08 2.22 -0.0187
O -1.07 4.51 0.21 -0.1456
P -0.26 3.33 -0.49 0.3078
O 1.16 3.75 -0.48 -0.2407
O -0.56 1.97 0.18 -0.4607
O -0.86 3.16 -1.99 -0.2225
C -0.61 4.10 -3.05 -0.6080
C -1.75 3.94 -4.06 -0.0303
C 0.71 3.74 -3.73 -0.0114
C -0.57 5.54 -2.56 -0.0219
H -3.79 6.10 1.23 0.0915
H -3.02 6.29 -0.35 0.0771
H -2.10 6.62 1.12 0.0916
H -4.31 3.60 0.43 0.0983
H -2.92 2.60 -0.03 0.0580
H -3.41 3.94 -1.06 0.0715
H -3.27 4.03 2.66 0.0850
H -1.68 4.79 2.77 0.0932
H -1.81 3.11 2.26 0.0528
H -1.65 3.01 -4.60 0.0649
H -1.73 4.76 -4.77 0.0945
H -2.71 3.96 -3.55 0.0556
H 0.71 2.68 -3.98 0.0808
H 1.54 3.94 -3.05 0.0726
H 0.84 4.32 -4.64 0.0980
H -1.55 5.85 -2.20 0.0807
H -0.28 6.20 -3.37 0.0968
H 0.14 5.64 -1.75 0.0755
```

Output
* multiplicity: 1
* maximum force: 2.6 eV/Å
* net charge: +1
* energy above the lowest of the compared OMol25 structures with the same formula, charge and spin: 17.3 kcal/mol
* calculated total energy: -4862.048413 a.u.
* HOMO-LUMO gap: 7.27 eV
* HOMO energy: -10.292 eV


# 3
Entry from OMol25: 13 unconnected molecules or ions with the total composition C54H77F21N2O26 at a distorted geometry (the ωB97M-V functional and the def2-TZVPD basis).

Geometry as XYZ:
```
180
Properties=species:S:1:pos:R:3:lowdin_charge:R:1
C 18.91 21.45 20.37 -0.0455
C 19.61 22.65 20.98 -0.2073
O 19.26 23.86 20.26 -0.0071
C 19.15 24.96 21.12 -0.3404
O 19.22 25.14 22.27 0.1970
C 18.85 26.18 20.06 -0.5868
F 19.96 26.48 19.43 0.1650
F 18.00 25.82 19.08 0.1437
F 18.47 27.22 20.72 0.2060
H 17.87 21.58 20.36 0.0273
H 19.13 20.54 20.95 0.0954
H 19.43 21.41 19.40 0.0753
H 20.72 22.65 20.96 0.1270
H 19.46 22.99 22.01 0.1126
C 9.70 22.64 18.87 -0.0751
C 10.91 22.34 19.64 -0.1931
O 11.81 23.52 19.62 0.0465
C 12.95 23.30 20.22 -0.4127
O 13.26 22.27 20.72 0.1646
C 13.70 24.70 20.39 -0.4942
F 14.90 24.48 21.04 0.1173
F 14.01 25.31 19.25 0.1666
F 12.92 25.46 21.15 0.1764
H 10.02 23.03 17.93 0.0733
H 8.82 23.19 19.32 0.1038
H 9.24 21.64 18.76 0.0857
H 11.48 21.51 19.25 0.1099
H 10.74 22.08 20.70 0.1392
C 22.62 20.45 18.38 -0.0087
C 21.73 19.19 18.34 -0.1392
O 22.41 17.99 17.93 0.0354
C 22.27 17.36 16.80 -0.4301
O 21.50 17.66 15.96 0.1743
C 23.34 16.26 16.60 -0.5533
F 23.33 15.25 17.53 0.1289
F 23.15 15.65 15.48 0.2015
F 24.56 16.80 16.61 0.1735
H 23.56 20.29 18.84 0.0719
H 22.13 21.15 19.02 0.0657
H 22.78 20.82 17.37 0.0712
H 20.91 19.23 17.67 0.0907
H 21.39 18.87 19.33 0.1297
C 12.97 14.80 22.08 -0.0675
C 13.23 16.25 21.87 -0.2238
O 11.98 16.96 21.83 0.0198
C 11.64 17.56 22.99 -0.3912
O 12.28 17.73 23.98 0.1745
C 10.18 18.04 22.76 -0.4850
F 9.65 18.60 23.87 0.1538
F 10.07 18.96 21.79 0.1584
F 9.45 16.92 22.43 0.1253
H 12.38 14.73 23.03 0.0956
H 13.91 14.23 22.32 0.0886
H 12.38 14.32 21.26 0.0993
H 13.60 16.39 20.88 0.1224
H 13.86 16.54 22.71 0.1197
C 15.59 22.83 16.47 -0.0477
C 16.23 21.74 17.29 -0.1524
O 16.01 20.42 16.66 -0.0500
C 17.08 19.60 16.70 -0.3720
O 18.05 19.70 17.39 0.1430
C 16.84 18.26 15.85 -0.5468
F 16.44 17.25 16.64 0.1370
F 15.90 18.43 14.94 0.1750
F 18.01 17.91 15.36 0.1756
H 16.27 23.11 15.69 0.0744
H 15.53 23.68 17.11 0.0660
H 14.56 22.58 16.17 0.0880
H 15.80 21.61 18.30 0.1359
H 17.33 21.89 17.34 0.1276
C 14.20 22.94 25.29 -0.0420
C 14.97 22.88 23.99 -0.1207
O 14.82 21.46 23.53 0.0517
C 15.64 21.14 22.59 -0.4263
O 16.56 21.80 22.17 0.1414
C 15.25 19.77 21.99 -0.5078
F 13.91 19.69 21.89 0.1576
F 15.80 19.53 20.83 0.1931
F 15.60 18.75 22.86 0.1158
H 13.48 22.11 25.42 0.0933
H 13.60 23.84 25.35 0.0757
H 14.89 22.83 26.10 0.0729
H 16.01 22.95 24.07 0.1023
H 14.69 23.57 23.22 0.1002
C 20.60 27.30 10.22 -0.0518
C 19.32 26.99 10.94 -0.2124
O 19.12 25.61 10.84 0.0557
C 17.94 25.20 11.15 -0.4376
O 16.96 25.86 11.31 0.1713
C 17.81 23.72 11.22 -0.5085
F 16.60 23.22 11.11 0.2025
F 18.60 23.19 10.29 0.1841
F 18.33 23.30 12.45 0.1198
H 20.69 26.89 9.23 0.0759
H 21.49 26.97 10.76 0.0761
H 20.62 28.36 9.98 0.0820
H 18.42 27.46 10.57 0.1236
H 19.39 27.26 12.08 0.1606
N 10.77 19.86 16.80 0.0553
C 11.86 20.43 16.41 -0.1820
C 13.04 19.72 16.23 -0.0576
C 12.95 18.36 16.25 -0.0702
C 11.77 17.71 16.59 -0.0586
C 10.72 18.55 16.93 -0.1515
H 11.72 21.46 16.12 0.1032
H 14.00 20.27 16.05 0.0879
H 13.83 17.72 15.94 0.1072
H 11.55 16.63 16.51 0.1114
H 9.81 18.10 17.28 0.0973
N 15.24 14.94 14.48 0.0416
C 16.60 14.94 14.36 -0.1531
C 17.45 14.60 15.41 -0.0656
C 16.86 14.12 16.62 -0.0739
C 15.49 14.06 16.73 -0.0749
C 14.70 14.46 15.62 -0.1512
H 16.98 15.41 13.41 0.1198
H 18.48 14.69 15.33 0.0789
H 17.48 13.90 17.53 0.1068
H 15.02 13.50 17.53 0.0977
H 13.61 14.50 15.64 0.0953
C 24.43 24.92 18.65 -0.0441
C 23.65 25.17 17.33 -0.1815
O 22.42 24.42 17.48 0.0280
C 22.23 23.50 16.57 -0.6526
O 23.08 23.06 15.86 0.1060
O 20.96 23.05 16.74 0.0025
C 20.61 22.06 15.75 -0.0221
H 25.35 25.56 18.73 0.0906
H 24.80 23.92 18.68 0.0537
H 23.74 25.08 19.50 0.0823
H 24.10 24.79 16.47 0.0788
H 23.41 26.25 17.06 0.1351
H 20.15 22.53 14.91 0.0761
H 19.87 21.39 16.16 0.0761
H 21.50 21.51 15.43 0.0944
C 17.80 11.62 21.28 -0.0633
C 16.53 12.39 21.02 -0.2506
O 16.70 13.36 19.99 -0.0133
C 17.41 14.51 20.40 -0.5171
O 17.99 14.70 21.46 0.1197
O 17.33 15.31 19.34 -0.0455
C 18.37 16.31 19.05 0.0265
H 18.04 11.17 20.33 0.0804
H 17.52 10.91 22.06 0.0798
H 18.62 12.22 21.68 0.0803
H 16.26 12.92 21.93 0.1085
H 15.67 11.74 20.84 0.1241
H 19.28 15.81 18.76 0.1014
H 18.56 16.81 19.96 0.0759
H 17.92 17.00 18.36 0.0740
C 19.40 28.18 15.79 -0.0451
C 19.29 26.65 15.66 -0.1550
O 19.80 26.06 14.39 -0.0077
C 21.16 25.98 14.25 -0.5343
O 22.03 26.26 15.06 0.1129
O 21.43 25.34 13.08 -0.0411
C 22.81 25.03 12.84 -0.0271
H 18.78 28.70 15.02 0.0888
H 20.41 28.51 15.72 0.0640
H 18.95 28.35 16.73 0.0610
H 18.22 26.33 15.64 0.1335
H 19.84 26.13 16.45 0.1092
H 23.25 24.47 13.70 0.0984
H 23.35 25.96 12.70 0.0922
H 22.72 24.45 11.94 0.0951
C 14.08 21.04 12.80 -0.0599
C 15.37 21.41 13.36 -0.2606
O 16.42 20.98 12.48 0.0317
C 17.61 20.69 13.04 -0.5655
O 17.82 20.73 14.25 0.0870
O 18.45 20.13 12.19 0.0154
C 19.68 19.63 12.73 -0.0149
H 13.98 19.98 12.84 0.0763
H 13.88 21.48 11.78 0.1149
H 13.33 21.44 13.47 0.0769
H 15.51 21.16 14.46 0.1068
H 15.51 22.48 13.39 0.1153
H 19.49 18.99 13.59 0.0923
H 20.43 20.44 12.90 0.1128
H 20.02 19.05 11.90 0.0846
```

Output
* multiplicity: 1
* maximum force: 5.9 eV/Å
* net charge: 0
* calculated total energy: -6266.805687 a.u.
* HOMO-LUMO gap: 9.95 eV
* HOMO energy: -9.468 eV